[1]
Here is the ion C4H7N3 with charge +2 in a non-equilibrium geometry from the Open Molecules 2025 dataset. Energies are from ωB97M-V with the def2-TZVPD basis set.

Computed properties:
- HOMO-LUMO gap (spin up / spin down): 7.8499 / 7.8467 eV
- Relative energy (zero: lowest compared OMol25 entry of this formula, charge and spin): 51.4 kcal/mol
- Charge: +2

Each line ends with the Mulliken charge.
Geometry (Å):
H: -2.0593 -0.7556 2.4527  0.378
N: 1.6532 -1.6218 -0.9550  -0.189
H: -3.0150 0.4805 2.0047  0.369
C: 1.5901 -0.4420 -0.4140  -0.118
N: -0.5638 1.1412 0.0593  -0.046
C: -1.1791 0.4208 0.7751  0.700
C: -2.2031 -0.1379 1.5621  -0.972
N: 1.4114 0.7340 -0.8359  0.045
H: 0.3459 2.5522 -1.0671  0.416
H: 2.2915 0.9898 -1.2703  0.291
H: -2.6021 -0.8779 0.8511  0.305
C: 0.4267 1.5245 -0.7569  0.137
H: 2.2332 -2.2569 -0.4208  0.369
H: 1.6706 -1.7508 -1.9851  0.314

***

[2]
Here is the molecule C4H7N3O in a non-equilibrium geometry from the Open Molecules 2025 dataset. Energies are from ωB97M-V with the def2-TZVPD basis set.

Computed properties:
- HOMO-LUMO gap: 9.3713 eV
- Relative energy (zero: lowest compared OMol25 entry of this formula, charge and spin): 164.3 kcal/mol
- Charge: 0

Each line ends with the Mulliken charge.
Geometry (Å):
H: 2.2605 -1.2246 0.8020  0.332
H: 1.3392 -1.0312 -2.2727  0.267
H: 2.3685 0.3733 -0.7570  0.207
C: 1.3109 -1.5875 -1.3059  -0.505
H: 1.3686 -2.9192 -1.4113  0.242
C: -1.4569 -0.1975 0.7043  0.087
H: -2.0142 -0.3876 1.7111  0.321
H: -1.1933 3.0227 0.4604  0.368
N: -0.4799 -1.1231 0.6101  -0.584
N: -1.4344 0.8904 -0.0069  -0.343
N: 0.4599 -0.6748 -0.5263  -0.083
C: 2.0479 -0.7212 -0.1931  -0.397
H: -0.3039 1.0458 -0.3339  0.426
C: -1.6822 2.2001 0.8670  0.079
O: -2.5908 2.3346 1.6523  -0.418

***

[3]
Here is a structure of composition C4H7N3O in a non-equilibrium geometry from the Open Molecules 2025 dataset. Energies are from ωB97M-V with the def2-TZVPD basis set.

Computed properties:
- HOMO-LUMO gap (spin up / spin down): 7.4727 / 7.4753 eV
- Relative energy (zero: lowest compared OMol25 entry of this formula, charge and spin): 143.4 kcal/mol
- Charge: 0

Each line ends with the Mulliken charge.
Geometry (Å):
H: 0.5649 0.6664 -2.0439  0.395
C: -0.8320 0.9667 1.9835  -0.411
C: 0.7391 1.2304 -1.2036  -0.997
C: -0.5496 -0.3878 0.2359  0.028
N: -0.1177 -2.9478 -0.7665  -0.232
H: 0.5503 2.2749 -1.4002  0.365
H: 0.2908 2.5401 0.8799  0.449
H: -1.1280 1.1087 2.9987  0.394
O: -1.0013 -0.3130 1.5469  -0.288
H: 0.0132 -3.4355 -1.6512  0.195
H: -0.6171 -3.5565 -0.1205  0.195
H: 1.7994 1.1865 -0.9048  0.321
N: 0.5165 -1.8260 -0.4970  -0.359
N: -0.0170 0.8199 -0.0434  0.193
C: -0.2114 1.6730 0.9863  -0.247